[1]
128
Properties=species:S:1:pos:R:3 method="wB97M-V/def2-TZVPD" largest_force_ev_per_a=9.38 total_charge=-1 orbital_gap_ha=0.1988
I -0.70238 3.93534 0.56507
Nb 0.51341 0.52950 -1.25054
Br 2.15600 -0.94624 0.28826
P 2.40368 -5.96222 -0.58264
P 0.22934 3.65228 6.89398
O -8.75627 -0.03209 -5.45558
O -0.44999 2.66777 5.91073
O 4.43869 3.65007 -0.19010
O 1.59489 -4.84465 -1.28580
O -1.02801 1.10857 -3.82546
O 0.70749 1.13900 -7.20907
O -6.89713 0.67376 -4.09570
O 3.37764 4.69799 -2.07361
N 1.01028 4.78404 8.02431
N 3.33345 -7.24696 0.22568
N 1.42437 -7.21183 -1.27781
N -0.48688 5.00758 6.05793
N -0.83366 3.20957 8.18931
N 1.69911 -5.52781 0.95478
C -7.43492 2.96428 -6.95184
C 1.08674 1.83574 2.27600
C -4.35927 0.75239 -3.64376
C 3.00246 0.15028 -6.80194
C 0.85987 -6.40844 1.76066
C -1.31860 4.07559 9.26492
C -1.43006 5.94651 6.65636
C 4.41377 -7.75639 -0.64983
C 1.65996 -7.43600 -2.71127
C 1.74637 5.90152 7.36706
C -3.63547 -0.72070 -3.32215
C 2.07039 4.10990 8.80843
C 3.96419 3.57793 -1.58582
C 1.07518 -8.49679 -0.67033
C 1.13433 -4.17521 1.07670
C 2.70733 1.86477 -3.30857
C -0.39239 2.00614 1.58993
C 2.09495 0.37507 -2.90529
C -0.55233 -1.33798 -1.99962
C -3.21622 -0.64130 -1.71491
C 1.58850 0.05089 -7.67410
C -8.20834 2.48303 -5.75085
C -0.81903 0.76342 0.58056
C -0.56890 1.88113 8.76000
C -0.22970 0.66893 -6.16197
C -0.93121 4.78433 4.67370
C -0.80466 1.85160 -2.57581
C 4.12283 2.22655 -2.55822
C 4.07546 -6.80013 1.43908
C -0.54669 1.83773 -5.00860
C -1.99791 -1.65315 -1.29459
C -5.55658 0.65855 -4.75981
C -7.96091 0.98073 -5.06727
H -1.83761 -1.73814 -0.11461
H 1.37197 2.07283 -0.71621
H 2.59150 4.82687 9.46465
H -4.46562 -1.52768 -3.51822
H -3.59159 1.58372 -3.94111
H -4.86413 1.07264 -2.61283
H -0.18736 4.21723 4.09879
H -9.00297 3.22021 -5.27084
H 0.99567 -3.87574 2.11755
H 2.27649 6.50882 8.10890
H 1.95852 2.73887 -3.06024
H 0.68890 -5.98121 2.76033
H -1.05361 6.38259 7.58274
H 2.47371 5.51981 6.64123
H -1.20454 0.16968 -6.58015
H -0.70158 -1.39612 -3.17148
H 1.71338 -6.48951 -3.24893
H -1.42473 2.49474 -5.43730
H 1.11843 -1.03008 -7.54464
H 1.79759 -3.42073 0.63365
H 5.02427 -8.50989 -0.12472
H 0.45141 2.42732 -4.85058
H 1.21408 2.70378 3.06703
H 2.81117 0.04382 -5.64888
H 3.72445 3.33317 0.45985
H -1.41257 1.52392 9.36025
H 0.15319 -2.26343 -1.73331
H 0.15079 -4.10841 0.57673
H -5.43655 -0.20083 -5.54492
H 1.94383 1.83896 1.47879
H 4.03347 -8.27030 -1.52819
H 0.84833 -8.01184 -3.16880
H -1.96182 0.89450 0.36677
H 4.69569 -7.61062 1.83732
H 1.93450 -9.17309 -0.57715
H -1.19579 1.98734 2.47261
H 5.07408 -6.94911 -0.97782
H -0.12053 -6.56436 1.29992
H 1.67644 3.35337 9.48127
H 1.07957 0.81691 2.87671
H 1.63688 -0.20668 -3.81466
H 3.42742 -6.52108 2.27169
H -2.72942 -0.94712 -4.02746
H 2.90441 1.89930 -4.47045
H -2.40369 5.48044 6.83698
H 0.31593 1.87884 9.40478
H -1.59689 6.81038 5.99531
H -0.41136 1.14432 7.97255
H 3.77698 -0.69657 -7.10004
H -4.17709 -0.95879 -1.11376
H -5.51750 1.67617 -5.38150
H -0.52765 4.36886 9.96698
H 0.35331 -0.19471 -5.57995
H -1.79478 2.20419 -2.03954
H -7.40386 2.41660 -7.98982
H -1.07887 5.71934 4.12942
H 2.81202 3.64232 8.15526
H 1.33239 -7.37233 1.95486
H -3.02726 0.49147 -1.49057
H -2.09281 3.57832 9.85348
H 3.02869 -0.23351 -2.47806
H 4.52335 1.35298 -1.87169
H -1.79653 4.97915 8.89906
H 2.59185 -7.98046 -2.89522
H 1.92515 0.16529 -8.81260
H -2.29514 -2.75952 -1.63060
H 0.62027 -8.39282 0.30994
H -6.76755 3.94175 -6.81908
H -0.20425 2.85428 -2.81467
H 4.72050 -5.94345 1.21200
H 4.89138 2.55098 -3.39856
H 0.32401 -9.02288 -1.26368
H 1.09723 6.61074 6.85063
H -1.88648 4.22885 4.64739
H -0.70462 -0.22255 1.22200
H 3.42043 1.24332 -7.00517

***

[2]
104
Properties=species:S:1:pos:R:3 method="wB97M-V/def2-TZVPD" largest_force_ev_per_a=3.53 total_charge=+3 e_above_lowest_kj_mol=0.0 orbital_gap_ha=0.2083
Ta -1.45231 0.07725 -0.40642
Se -4.22223 -0.25581 -0.45928
Se -2.57717 1.16835 2.24635
S 0.81049 -0.35672 -2.10872
O 0.32699 -1.06304 -0.84776
O 0.74729 -1.12632 -3.28403
N 0.05672 1.03507 0.99327
N 5.38108 -0.96428 2.00651
N -2.08952 -1.58044 -1.93595
N 3.84023 0.24981 2.84212
N 4.60838 0.04282 1.75418
N -0.23588 0.82503 -1.89441
N 1.81438 1.52582 2.21679
N -2.30899 2.06077 -1.07402
C -4.35954 0.40002 2.46517
C 3.44998 -0.48877 -2.24825
C -3.48126 4.17336 -0.67544
C -0.83758 4.69437 -3.21788
C 3.81687 -0.61657 5.22324
C -1.95070 -3.86730 -2.38793
C 0.17032 2.44276 1.12812
C -2.99788 -2.23172 -5.47212
C -2.44069 -1.35242 -3.23517
C 0.19861 3.97167 -3.74889
C 3.19692 1.50756 2.89368
C 5.80368 -2.39445 4.08978
C 5.52847 -2.42015 5.41294
C 0.40076 2.64201 -3.42058
C -2.50702 -0.02367 -3.79494
C 2.36516 0.24281 -1.75709
C -2.70232 4.81991 -1.58229
C 4.87631 1.18671 -1.27570
C -2.78991 0.14879 -5.14102
C -1.96880 0.81574 4.02047
C -2.65585 -2.39764 -4.14575
C 1.25873 2.71964 1.83492
C -1.73888 -4.48523 1.83926
C -1.65180 -1.91870 0.71356
C -4.74337 -0.59500 1.44357
C 4.74802 -0.05479 -1.88966
C 2.50432 1.48306 -1.12454
C 1.24228 -0.89360 2.01932
C 5.15687 -1.37095 3.30931
C 3.75698 1.98154 -0.94428
C 6.25752 1.71998 -0.94847
C -1.84641 -3.36244 2.63194
C -4.81550 -1.97362 -1.19210
C -1.74792 4.11529 -2.26333
C 4.14795 -0.56769 3.86062
C -1.51236 2.77856 -1.93366
C -0.41520 2.08905 -2.49646
C -2.35726 -3.69426 -3.69680
C 1.05668 0.53346 1.70277
C -1.71417 -3.05395 -0.11032
C -1.94593 -2.82025 -1.50832
C -3.10644 -0.94758 -6.02030
C 4.64266 -1.48672 5.95089
C -1.71686 -4.36580 0.46906
C -1.67444 -2.08445 2.08603
C -3.27795 2.76732 -0.48127
H 1.46488 -1.03520 3.07630
H -3.23416 -0.78247 -7.07394
H 3.91990 2.91556 -0.50115
H 7.06949 1.12314 -1.38651
H 6.43056 1.81695 0.16139
H -3.28521 -3.15254 -6.09568
H 0.42819 -1.53325 1.72250
H 3.05344 1.88447 3.87577
H 1.59293 3.66662 2.22351
H -1.60775 -1.25047 2.75399
H -5.86149 -2.10134 -0.99676
H 5.58066 -0.71202 -2.08163
H 6.44615 -3.14678 3.59437
H -2.42625 -4.57916 -4.28108
H -0.92905 5.71731 -3.50965
H -0.56406 3.09052 0.68991
H -4.36475 -1.56324 1.77730
H -1.88128 -3.45488 3.69458
H -5.04407 1.25197 2.45701
H -2.32176 0.92072 -3.17638
H 3.34628 -1.36092 -2.92069
H 3.07466 -0.00577 5.83942
H 0.80268 4.38823 -4.54722
H 2.12246 -1.18403 1.44333
H 6.09743 -3.07316 6.05902
H -1.77539 -5.50473 2.25409
H 6.26891 2.73542 -1.34629
H 1.07946 1.96232 -3.90947
H -2.72200 1.10745 -5.59011
H -1.82999 -0.24715 4.22479
H -5.85705 -0.64105 1.34439
H -3.86642 2.26483 0.26415
H 3.77124 2.25880 2.33240
H -1.69411 -4.87240 -1.99417
H -4.30880 -2.87260 -0.76586
H 1.68162 2.09144 -0.88744
H -4.58103 -1.88193 -2.27004
H -4.36818 -0.10635 3.45587
H -2.81310 5.84417 -1.85689
H -1.01367 1.25764 4.04996
H 4.43987 -1.46086 7.01364
H -2.60502 1.41986 4.62406
H -4.26459 4.64987 -0.06774
H -1.77419 -5.24923 -0.10379

***

[3]
79
Properties=species:S:1:pos:R:3 method="wB97M-V/def2-TZVPD" spin_multiplicity=3 largest_force_ev_per_a=2.39 total_charge=-1 orbital_gap_ha="0.2337 / 0.2086" s2=2.011
Ni 0.64926 1.11819 -1.98683
Cl 2.51916 1.45017 -2.96559
S -0.48366 -0.29635 -0.84681
S -0.54235 -3.46368 -3.53879
O 0.50343 -3.48447 -4.53739
O -1.81279 -4.07481 -3.84742
O 2.82711 -1.21757 0.23649
O -1.43593 1.55667 1.18799
O 2.26741 1.43090 1.51007
O -0.78066 -1.04461 2.82482
N -2.82566 -1.10328 1.76829
N 2.01906 1.68164 3.76868
N 3.90107 -2.40238 -1.39755
N -0.72634 -1.93951 -2.88715
C 1.10786 -4.67620 0.49998
C -4.67905 4.19017 -0.90516
C 0.52143 -5.39249 -1.74902
C -3.45958 3.98281 -0.26307
C 0.08370 -4.09836 -1.99847
C -4.05694 -0.41099 1.43132
C -2.79737 2.76841 -0.39051
C 0.64146 -3.38899 0.23064
C 0.72304 3.83523 0.31199
C -0.24396 3.07806 -1.86447
C 1.04494 -5.68085 -0.48323
C -0.21277 3.00507 -0.47747
C 3.16679 -1.36098 -0.93117
C -5.25930 3.13987 -1.63032
C 3.36505 2.17660 3.96307
C 0.14062 -3.08747 -1.03960
C -4.58423 1.91613 -1.75423
C -1.87434 -0.53685 2.55067
C -2.72172 -2.48563 1.35423
C -0.33909 -1.82419 -1.63207
C 0.61557 4.07778 -2.61539
C -3.32579 1.74626 -1.16094
C 1.18190 1.61239 4.94968
C 4.65201 -3.19577 -0.44196
C -1.48885 2.62031 0.39303
C 1.60640 1.27469 2.53559
C 4.16680 -2.60132 -2.81540
H -6.22096 3.29554 -2.13122
H -3.93204 0.65286 1.66164
H -4.27949 -0.53293 0.36151
H 1.41037 -6.68627 -0.25925
H 0.45868 -6.13738 -2.54009
H 5.73316 -3.03749 -0.57796
H -1.52936 3.43211 1.15849
H -5.16182 5.16775 -0.84410
H 0.46129 4.89354 0.10635
H 1.15300 2.59068 5.44717
H 3.33961 3.14746 4.47392
H -3.57372 -3.05669 1.75286
H -4.90075 -0.82744 2.00755
H 1.41721 4.45130 -1.97208
H 0.16865 1.31118 4.66340
H -1.14716 2.70590 -2.36961
H 1.52315 -4.90735 1.48224
H 1.58811 0.88262 5.66413
H 1.79576 3.65901 0.10418
H 4.43882 -4.26203 -0.59446
H -0.00381 4.92782 -2.91515
H 0.58361 3.67281 1.38628
H 4.35030 -2.89311 0.56555
H 1.07857 3.64455 -3.50703
H -2.75618 -2.54922 0.25622
H 2.88995 -0.63214 -1.72847
H -2.16577 0.45318 2.94435
H -1.78070 -2.90159 1.72259
H 0.60453 0.79452 2.53288
H -5.01198 1.08742 -2.32026
H 0.65697 -2.60838 0.99081
H -2.98776 4.75462 0.34633
H 3.86026 2.27067 2.99580
H 5.07496 -2.06043 -3.13408
H 4.31723 -3.67373 -3.00698
H -2.75637 0.81543 -1.27889
H 3.93545 1.49163 4.60359
H 3.31453 -2.23098 -3.40475

***

[4]
12
Properties=species:S:1:pos:R:3 method="wB97M-V/def2-TZVPD" largest_force_ev_per_a=4.45 total_charge=+1 e_above_lowest_kj_mol=632.8 orbital_gap_ha="0.2395 / 0.3063"
N 0.41585 0.88432 0.71619
C 0.26955 -0.82363 -1.06759
C 0.77063 2.10820 1.12794
C -0.19830 -0.03938 0.07307
C -1.55808 -2.65403 -1.15966
C -0.58801 -1.89870 -1.41360
H 1.71235 2.43094 0.61097
H -0.94583 -0.66448 0.65816
H 0.10112 3.00403 0.78636
H -2.10274 -3.59067 -1.03802
H 1.21739 -1.01345 -1.52488
H 0.90606 2.25685 2.23105